[1]
The following is a DFT calculation (ωB97M-V with the def2-TZVPD basis set) of 2 unconnected molecules or ions with the total composition C2H10NO at a distorted geometry.

Structure (ORCA input):
```
! RIJCOSX wB97M-V def2-TZVPD def2/J DEFGRID3
* xyz 0 2
O -2.0448 0.3528 0.1827
H -2.5290 0.8856 -0.5071
H -0.8899 -0.4363 -0.4677
H -2.7683 0.1554 0.8754
C 1.4195 1.0265 0.0326
C 1.0943 -0.4378 0.4185
N 0.0277 -0.9256 -0.5187
H 2.3411 1.3468 0.5042
H 0.5603 1.4568 0.4730
H 1.4857 1.1150 -1.0037
H 0.7989 -0.6111 1.4523
H 1.8822 -1.1098 0.1318
H -0.1421 -1.9679 -0.5053
H 0.3426 -0.7093 -1.4897
*
```

Calculated values
Max |F| = 3.160 eV/Å
LUMO (spin up / spin down) = 0.8 / 0.7 eV

Atomic partial charges in e from the natural (NBO) method, atoms 1 to 5: O -1.1031; H 0.4495; H 0.4183; H 0.4691; C -0.6314

[2]
The following is a DFT calculation (ωB97M-V with the def2-TZVPD basis set) of a molecular structure, C36H48Cl5InN6OP2.

Structure (ORCA input):
```
! RIJCOSX wB97M-V def2-TZVPD def2/J DEFGRID3
* xyz 2 1
In -0.5967 1.4408 1.3934
C 2.8327 -1.8524 4.5095
N 2.3839 -1.0139 3.4028
C 3.1948 -0.5482 2.4058
C 2.4129 0.2117 1.5914
N 1.1378 0.2043 2.0772
C 1.1409 -0.5365 3.1783
P -0.3000 -0.7920 4.2810
C -1.5477 -1.0955 2.9879
N -1.8790 -0.2790 1.9894
C -2.9396 -0.8417 1.3426
C -3.2599 -2.0111 1.9662
N -2.3777 -2.1589 2.9978
C -2.3518 -3.2874 3.9255
C -0.7369 0.9397 4.6102
N -1.0887 1.8259 3.6907
C -1.3843 2.9798 4.3493
C -1.2160 2.7791 5.6887
N -0.8097 1.4871 5.8430
C -0.4997 0.8495 7.1168
H 3.3722 -2.7093 4.1114
H 3.4841 -1.2773 5.1646
H 1.9679 -2.2015 5.0668
H 4.2410 -0.7936 2.3660
H 2.6902 0.7623 0.7091
H -3.3978 -0.3815 0.4853
H -4.0223 -2.7409 1.7634
H -3.1343 -3.9801 3.6293
H -1.3892 -3.7912 3.8734
H -2.5419 -2.9446 4.9401
H -1.6873 3.8743 3.8340
H -1.3499 3.4355 6.5285
H -0.3993 1.6263 7.8687
H -1.2993 0.1699 7.4052
H 0.4412 0.3085 7.0438
Cl -1.7779 3.7087 -0.3921
C -0.2875 4.2342 0.3516
C 0.2837 3.3851 1.2876
C 1.3322 3.8920 2.0345
Cl 2.0336 2.9493 3.3173
C 1.8591 5.1624 1.7951
Cl 3.1768 5.7540 2.7171
C 1.3094 5.9607 0.7884
Cl 1.9555 7.5072 0.4621
C 0.2039 5.5037 0.0631
Cl -0.5274 6.4892 -1.1298
O -0.7398 0.5676 -0.5084
P -0.3668 -0.1889 -1.7934
C 1.2906 0.4569 -2.2601
C 2.3005 -0.3203 -3.1512
C 2.7137 0.4651 -4.3936
C 3.3306 1.8125 -4.0226
C 2.4986 2.5469 -2.9528
C 1.1277 1.9036 -2.7719
C -0.4963 -2.0031 -1.5228
C -0.1813 -2.3646 -0.0553
C 0.0551 -3.8623 0.0977
C 1.3427 -4.2772 -0.6263
C 1.6017 -3.3848 -1.8472
C 0.2756 -2.9548 -2.4672
C -1.5604 0.2714 -3.0655
C -1.1902 -0.3530 -4.4377
C -2.1081 -1.5232 -4.7792
C -3.5641 -1.0608 -4.9102
C -3.8981 0.0757 -3.9329
C -3.0271 0.0068 -2.6813
H 1.7243 0.5418 -1.2524
H 1.9332 -1.2998 -3.4401
H 3.1988 -0.5058 -2.5560
H 1.8541 0.6068 -5.0534
H 3.4328 -0.1278 -4.9610
H 3.4244 2.4290 -4.9160
H 4.3457 1.6516 -3.6556
H 2.3709 3.5962 -3.2214
H 3.0166 2.5403 -1.9887
H 0.5987 1.9024 -3.7266
H 0.5246 2.4878 -2.0727
H -1.5640 -2.1760 -1.6955
H -0.9901 -2.0194 0.5824
H 0.7216 -1.8415 0.2715
H -0.8006 -4.4093 -0.3062
H 0.1131 -4.1279 1.1559
H 1.2664 -5.3186 -0.9410
H 2.1929 -4.2219 0.0575
H 2.2101 -3.9162 -2.5791
H 2.1765 -2.5027 -1.5553
H -0.3408 -3.8461 -2.6087
H 0.3920 -2.5350 -3.4641
H -1.4504 1.3579 -3.1343
H -0.1434 -0.6635 -4.4654
H -1.2847 0.4150 -5.2086
H -2.0234 -2.2931 -4.0083
H -1.7778 -1.9907 -5.7071
H -4.2308 -1.9076 -4.7418
H -3.7485 -0.7247 -5.9309
H -4.9521 0.0411 -3.6571
H -3.7407 1.0460 -4.4105
H -3.1588 -0.9682 -2.2020
H -3.3467 0.7624 -1.9574
*
```

Calculated values
Max |F| = 0.731 eV/Å
LUMO = -5.0 eV

Atomic partial charges in e from the Mulliken method, atoms 1 to 5: In 2.2231; C -0.9597; N 0.1048; C -1.1323; C -0.7571